Entry 1:
The following is a DFT calculation (ωB97M-V/def2-TZVPD) of one molecule with the formula C8H8ClNO2.

Its net charge is 0. Its HOMO energy is -9.60 eV. The LUMO energy is -0.0002 hartree. The value obtained for the energy above the lowest of the compared OMol25 structures with the same formula, charge and spin is 371.3 kJ/mol. Its gap between HOMO and LUMO is 9.5941 eV. Its SMILES is O=[N+]([O-])[C@@H](Cl)Cc1ccccc1.

Positions of all 20 atoms, in Å:
C -3.01 0.67 0.44
C -2.60 -0.65 0.70
C -2.12 1.45 -0.24
C -1.34 -1.10 0.42
C -0.90 1.00 -0.61
C -0.42 -0.23 -0.27
C 0.92 -0.60 -0.70
C 2.12 -0.13 0.39
N 3.50 -0.36 -0.22
O 4.14 -1.20 0.34
O 3.72 0.10 -1.28
Cl 1.99 1.63 0.73
H -3.97 0.84 0.82
H -3.31 -1.12 1.32
H -2.21 2.55 -0.36
H -0.95 -2.11 0.68
H -0.22 1.70 -1.08
H 1.08 -1.65 -0.77
H 1.23 -0.13 -1.57
H 2.36 -0.67 1.27

Entry 2:
The following is a DFT calculation (ωB97M-V/def2-TZVPD) of C8H8F6KO6 as an isolated structure.

Its net charge is -1. Its HOMO energy is -5.49 eV. The LUMO energy is 0.0874 hartree. Its gap between HOMO and LUMO is 7.8704 eV.

Positions of all 29 atoms, in Å:
K 1.51 -0.94 -1.32
O -2.16 -2.27 2.13
C -1.18 -2.33 1.20
O -1.39 -2.52 0.04
C 0.17 -2.16 1.84
O 1.17 -2.39 0.90
C 2.47 -2.24 1.47
C 3.66 -2.45 0.50
O 4.73 -2.50 1.13
O 3.46 -2.53 -0.73
H -3.00 -2.35 1.65
H 0.26 -2.82 2.71
H 0.20 -1.13 2.23
H 2.60 -2.96 2.28
H 2.57 -1.24 1.90
C -2.14 1.34 -1.32
C -0.75 2.01 -1.41
O 0.23 1.17 -1.75
C -0.86 3.16 -2.45
F -1.90 4.01 -2.24
F -1.05 2.66 -3.68
F 0.24 3.93 -2.52
C -0.44 2.63 -0.02
F 0.76 3.21 0.06
F -0.44 1.65 0.92
F -1.34 3.55 0.41
H -2.44 1.03 -2.32
H -2.91 1.99 -0.90
H -2.02 0.45 -0.71

Entry 3:
The following is a DFT calculation (ωB97M-V/def2-TZVPD) of C8H8FeNO6 as an isolated structure.

Its net charge is +2. Its HOMO energy (spin up / spin down) is -16.90 / -18.18 eV. The LUMO energy (spin up / spin down) is -0.3849 / -0.4094 hartree. The value obtained for the energy above the lowest of the compared OMol25 structures with the same formula, charge and spin is 19.2 kJ/mol. Its gap between HOMO and LUMO (spin up / spin down) is 6.4281 / 7.0409 eV. The spin multiplicity is 6.

Positions of all 24 atoms, in Å:
O -0.83 -2.97 -2.57
C -0.62 -1.86 -2.37
Fe -0.34 0.15 -1.32
O 2.17 -1.76 -0.87
C 1.45 -1.06 -1.52
C 1.64 0.37 -2.46
O 2.51 1.18 -2.14
C -0.47 0.29 -3.85
O -1.23 0.49 -4.81
C 1.02 0.20 -3.84
O 1.73 0.01 -4.83
H -1.04 0.39 -2.72
C 0.67 -0.39 2.74
N -0.58 0.37 2.64
C -1.15 0.98 3.83
C -1.16 0.59 1.49
O -0.65 0.24 0.41
H 0.92 -0.39 3.83
H 1.47 0.08 2.13
H 0.51 -1.43 2.36
H -1.19 2.04 3.71
H -2.17 0.65 3.96
H -0.56 0.71 4.69
H -2.10 1.13 1.50

Entry 4:
The following is a DFT calculation (ωB97M-V/def2-TZVPD) of C8H8I2O3S as an isolated structure.

Its net charge is 0. Its HOMO energy is -9.35 eV. The LUMO energy is -0.0347 hartree. The value obtained for the energy above the lowest of the compared OMol25 structures with the same formula, charge and spin is 111.2 kJ/mol. Its gap between HOMO and LUMO is 8.4062 eV.

Positions of all 22 atoms, in Å:
C -0.31 0.72 1.94
C 1.64 0.64 0.54
C -0.78 -0.32 1.13
C 1.18 -0.41 -0.19
C 0.91 1.20 1.60
C -0.04 -0.94 0.16
C 1.58 2.33 2.35
C -1.91 -0.81 -3.44
O -1.32 -3.14 -0.10
O 0.16 -2.53 -2.00
O -1.85 -1.23 -1.59
S -0.76 -2.10 -0.93
I -0.08 -0.48 -4.19
I -3.19 0.77 -3.34
H -0.85 0.87 2.89
H 2.58 1.05 0.28
H -1.73 -0.67 1.56
H 1.80 -0.85 -0.88
H 1.99 3.03 1.61
H 0.97 2.77 3.18
H 2.45 1.91 2.95
H -2.43 -1.81 -3.57

Entry 5:
The following is a DFT calculation (ωB97M-V/def2-TZVPD) of one molecule with the formula C8H8N2.

Its net charge is 0. Its HOMO energy is -7.83 eV. The LUMO energy is 0.0109 hartree. The value obtained for the energy above the lowest of the compared OMol25 structures with the same formula, charge and spin is 208.2 kJ/mol. Its gap between HOMO and LUMO is 8.1227 eV. Its SMILES is Cn1cccc2nccc1-2.

Positions of all 18 atoms, in Å:
C 1.62 -1.92 0.11
C 1.96 0.44 -0.09
C 1.44 1.69 -0.04
C 0.04 1.91 0.08
C -0.79 0.82 0.14
C -2.42 -0.52 -0.09
C -1.27 -1.37 0.00
C -0.25 -0.44 -0.01
H 1.17 -2.52 -0.77
H 2.76 -1.91 0.03
H 1.29 -2.45 0.99
H 3.07 0.17 -0.14
H 2.17 2.47 -0.14
H -0.43 2.90 -0.04
H -3.45 -0.93 -0.41
H -1.11 -2.50 -0.01
N 1.10 -0.59 -0.08
N -2.16 0.73 0.06

Entry 6:
The following is a DFT calculation (ωB97M-V/def2-TZVPD) of a 2-piece molecular cluster, C8H8N2O overall.

Its net charge is 0. Its HOMO energy (spin up / spin down) is -6.86 / -7.64 eV. The LUMO energy (spin up / spin down) is -0.0032 / -0.0050 hartree. The value obtained for the energy above the lowest of the compared OMol25 structures with the same formula, charge and spin is 452.7 kJ/mol. Its gap between HOMO and LUMO (spin up / spin down) is 6.7775 / 7.5057 eV. Its SMILES is C/C(O)=C1/C=C=CC=C1.N#N.

Positions of all 19 atoms, in Å:
C 1.99 1.16 -1.60
C 0.77 1.46 -1.20
C 2.82 0.15 -1.38
C 2.29 -0.72 -0.35
C 0.95 -0.71 -0.09
C 0.10 0.31 -0.63
C -1.26 0.36 -0.31
C -1.77 -0.32 0.90
N -2.01 -1.59 -1.37
N -1.61 -1.95 -2.31
O -2.03 1.17 -1.10
H 3.72 -0.14 -1.86
H 2.94 -1.60 -0.04
H 0.52 -1.55 0.34
H -1.38 -1.31 0.84
H -2.79 -0.34 0.90
H -1.44 0.18 1.83
H -1.58 1.38 -1.88
H 0.35 2.50 -0.92

Entry 7:
The following is a DFT calculation (ωB97M-V/def2-TZVPD) of a 2-piece molecular cluster, C8H8N2O5 overall.

Its net charge is 0. Its HOMO energy (spin up / spin down) is -9.73 / -8.01 eV. The LUMO energy (spin up / spin down) is -0.0495 / -0.0615 hartree. The value obtained for the energy above the lowest of the compared OMol25 structures with the same formula, charge and spin is 835.3 kJ/mol. Its gap between HOMO and LUMO (spin up / spin down) is 8.3843 / 6.3327 eV.

Positions of all 23 atoms, in Å:
C -2.42 0.36 -2.08
C -1.21 0.28 -2.58
C -2.68 0.12 -0.79
C -0.16 -0.08 -1.74
C -1.63 -0.23 0.06
C -0.36 -0.54 -0.46
C 3.14 -0.38 0.82
C 0.73 -0.72 0.48
N -0.10 2.07 1.51
N 0.57 -1.44 1.72
O 0.99 2.50 1.35
O -0.48 -2.08 1.85
O -1.14 2.50 1.86
O 1.48 -1.44 2.57
O 1.91 -0.24 0.08
H -3.16 0.83 -2.66
H -0.94 0.53 -3.56
H -3.53 0.44 -0.26
H 0.80 -0.49 -2.14
H -1.92 -0.56 1.09
H 3.05 -0.01 1.92
H 3.90 0.04 0.20
H 3.15 -1.46 0.77

Entry 8:
The following is a DFT calculation (ωB97M-V/def2-TZVPD) of C8H8N2OS as an isolated structure.

Its net charge is 0. Its HOMO energy is -8.73 eV. The LUMO energy is -0.0479 hartree. The value obtained for the energy above the lowest of the compared OMol25 structures with the same formula, charge and spin is 475.5 kJ/mol. Its gap between HOMO and LUMO is 7.4291 eV.

Positions of all 20 atoms, in Å:
C 2.81 -0.73 0.48
O 2.60 0.66 0.88
C 1.75 1.34 -0.12
C 0.28 0.71 -0.14
C -0.10 -0.23 -1.35
C -1.48 -0.93 -1.49
C -2.51 -0.68 -0.33
N -3.82 -1.29 -0.31
S -4.46 -0.63 1.13
N -3.24 0.37 1.82
C -2.14 0.28 0.88
C -0.75 1.02 1.01
H 2.17 -1.44 1.12
H 3.91 -0.97 0.67
H 2.60 -0.93 -0.62
H 2.24 1.27 -1.15
H 1.74 2.44 0.19
H 0.68 -0.39 -2.17
H -1.76 -1.59 -2.38
H -0.52 1.71 1.89

Entry 9:
The following is a DFT calculation (ωB97M-V/def2-TZVPD) of an isolated ion of composition C8H8N3S and charge +1.

Its net charge is +1. Its HOMO energy (spin up / spin down) is -11.57 / -11.56 eV. The LUMO energy (spin up / spin down) is -0.1716 / -0.1564 hartree. The value obtained for the energy above the lowest of the compared OMol25 structures with the same formula, charge and spin is 575.2 kJ/mol. Its gap between HOMO and LUMO (spin up / spin down) is 6.9036 / 7.2996 eV.

Positions of all 20 atoms, in Å:
C 0.33 -0.99 -3.75
C 0.49 0.33 -4.03
C 0.20 -1.32 -2.34
C 0.47 1.33 -3.00
C 0.26 -0.31 -1.51
C 0.36 1.03 -1.65
C 0.11 0.65 1.79
C -0.85 -0.31 3.67
N 0.22 1.69 1.12
N -0.78 -0.99 4.85
N 0.14 0.13 2.99
S 0.24 2.29 -0.37
H 0.41 -1.78 -4.40
H 0.34 0.73 -5.06
H -0.04 -2.31 -2.17
H 0.57 2.46 -3.11
H -1.82 0.17 3.33
H -1.54 -0.96 5.45
H -0.16 -1.73 5.02
H 1.05 -0.11 3.15

Entry 10:
The following is a DFT calculation (ωB97M-V/def2-TZVPD) of an isolated ion of composition C8H8N3S and charge +1.

Its net charge is +1. Its HOMO energy (spin up / spin down) is -11.48 / -11.43 eV. The LUMO energy (spin up / spin down) is -0.1893 / -0.1555 hartree. The value obtained for the energy above the lowest of the compared OMol25 structures with the same formula, charge and spin is 538.0 kJ/mol. Its gap between HOMO and LUMO (spin up / spin down) is 6.3336 / 7.2014 eV.

Positions of all 20 atoms, in Å:
C 1.70 -2.46 3.27
C 2.89 -1.98 2.71
C 0.50 -1.79 2.88
C 2.92 -0.96 1.75
C 0.70 -0.93 1.85
C 1.77 -0.39 1.26
C -0.82 1.44 -0.56
C -1.73 1.75 -2.84
N 0.43 1.22 -0.72
N -2.75 2.07 -3.56
N -1.66 1.91 -1.54
S 1.83 0.76 -0.18
H 1.84 -3.27 3.99
H 3.86 -2.27 2.88
H -0.41 -2.17 3.37
H 3.87 -0.75 1.43
H -0.81 1.15 -3.30
H -2.94 1.49 -4.38
H -3.50 2.55 -3.04
H -2.34 2.36 -0.95

Entry 11:
The following is a DFT calculation (ωB97M-V/def2-TZVPD) of one molecule with the formula C8H8N4.

Its net charge is 0. Its HOMO energy (spin up / spin down) is -8.12 / -8.12 eV. The LUMO energy (spin up / spin down) is -0.0111 / -0.0112 hartree. The value obtained for the energy above the lowest of the compared OMol25 structures with the same formula, charge and spin is 577.7 kJ/mol. Its gap between HOMO and LUMO (spin up / spin down) is 7.8141 / 7.8113 eV.

Positions of all 20 atoms, in Å:
C 0.45 -1.10 -1.31
C 1.66 -0.62 -1.20
C -1.87 0.78 -2.46
C -1.71 1.53 -0.07
C -0.84 -0.60 -0.58
C -1.57 0.65 -1.12
C 0.33 -0.30 2.91
C 2.89 -0.13 -1.18
N -2.12 0.83 -3.58
N -1.11 1.09 1.08
N -0.60 -0.11 0.84
N -0.05 -0.87 1.64
H 0.26 -1.91 -1.86
H -2.35 2.40 -0.04
H -1.56 -1.43 -0.42
H 1.36 -0.34 2.85
H -0.11 0.67 3.08
H 0.18 -1.03 3.74
H 3.06 0.74 -1.78
H 3.71 -0.23 -0.56

Entry 12:
The following is a DFT calculation (ωB97M-V/def2-TZVPD) of one molecule with the formula C8H8N4.

Its net charge is 0. Its HOMO energy is -8.48 eV. The LUMO energy is 0.0271 hartree. The value obtained for the energy above the lowest of the compared OMol25 structures with the same formula, charge and spin is 91.1 kJ/mol. Its gap between HOMO and LUMO is 9.2151 eV. Its SMILES is Nc1nncn1-c1ccccc1.

Positions of all 20 atoms, in Å:
N -1.36 -3.17 0.35
N -1.11 -2.77 1.64
C -0.90 -2.26 -0.47
C -0.49 -1.64 1.56
C 0.73 2.52 -1.46
C 0.10 2.49 -0.18
C 0.99 1.35 -2.17
C -0.27 1.26 0.35
C 0.60 0.12 -1.59
C -0.02 0.04 -0.31
N -0.02 -1.06 2.72
N -0.34 -1.20 0.23
H -1.00 -2.33 -1.52
H 0.98 3.46 -1.90
H -0.03 3.41 0.35
H 1.51 1.45 -3.11
H -0.76 1.15 1.32
H 0.87 -0.83 -2.06
H 0.74 -0.42 2.68
H -0.24 -1.57 3.57

Electronic energy: -26529.3923; -53345.4219; -56562.6818; -41601.5487; -11404.4650; -13449.5367; -21633.9436; -24282.9281; -23717.8343; -23718.2192; -14380.4499; -14385.4931 (eV)